124
Properties=species:S:1:pos:R:3:mulliken_charge:R:1 method="wB97M-V/def2-TZVPD" total_energy_ev=-109124.611 charge=+1 orbital_gap_ha=0.2901 relative_energy_ev=3.336 lumo_energy_ev=-2.73
C 2.20 2.33 -4.35 -0.180
C 3.30 3.26 -3.70 0.685
O 4.26 3.70 -4.18 -0.451
N 2.84 3.48 -2.15 0.787
H 1.77 3.48 -2.11 0.120
H 2.98 2.45 -2.15 -0.260
C 3.62 4.50 -1.43 -0.896
H 1.44 1.77 -3.61 -0.244
H 2.76 1.40 -4.70 0.322
H 1.67 3.03 -5.12 0.276
H 4.65 4.74 -1.62 0.330
H 3.37 4.23 -0.45 0.283
H 3.07 5.46 -1.71 0.343
C 2.23 -2.06 0.34 0.906
C 3.54 -2.31 -0.54 0.241
O 4.30 -3.29 -0.26 -0.518
N 4.05 -1.38 -1.61 0.298
H 3.41 -1.62 -2.38 0.435
H 3.92 -0.46 -1.52 0.302
C 5.52 -1.31 -2.11 -1.129
H 2.26 -1.14 0.63 -0.692
H 2.32 -2.83 1.08 0.349
H 1.39 -2.21 -0.38 -0.228
H 6.21 -1.38 -1.16 0.230
H 5.51 -0.52 -2.63 0.579
H 5.64 -2.03 -2.71 0.551
C 0.91 2.22 1.36 -0.475
C 0.01 1.44 0.58 0.521
O -0.86 0.77 1.15 -0.419
N 0.33 1.07 -0.91 1.136
H 0.12 2.10 -1.43 0.090
H 1.44 0.89 -1.11 0.151
C -0.50 0.04 -1.34 -1.101
H 1.57 2.83 0.65 -0.223
H 1.49 1.73 2.06 -0.252
H 0.39 2.96 1.85 0.694
H -0.28 -0.94 -0.80 -0.586
H -0.02 -0.20 -2.20 0.872
H -1.42 0.46 -1.34 0.693
O 3.04 0.99 -0.97 -1.542
H 3.01 0.78 -0.04 -0.281
O 0.38 3.40 -2.01 -0.752
H -0.33 4.02 -1.90 0.025
F -0.38 -2.35 3.14 -0.095
C 0.19 -1.87 4.22 0.003
C -0.10 -2.42 5.52 -0.482
C 0.41 -1.92 6.69 -0.396
C 1.46 -0.94 6.60 -1.017
C 1.75 -0.47 5.33 -0.184
C 1.17 -0.84 4.19 0.624
H -0.72 -3.40 5.49 0.241
H 0.20 -2.32 7.69 0.362
H 1.84 -0.58 7.47 0.510
H 2.42 0.34 5.34 0.279
H 1.50 -0.55 3.21 0.096
F -6.55 -3.49 4.13 -0.315
C -5.58 -2.60 3.71 0.432
C -4.46 -3.23 3.02 -0.703
C -3.53 -2.28 2.54 0.206
C -3.65 -0.94 2.69 0.070
C -4.70 -0.33 3.44 -0.582
C -5.66 -1.22 4.01 -0.656
H -4.17 -4.32 2.97 0.384
H -2.73 -2.96 1.97 -0.077
H -2.73 -0.37 2.16 0.304
H -4.85 0.70 3.42 0.636
H -6.56 -0.96 4.60 0.372
F -4.49 3.56 -6.85 -0.314
C -3.78 2.71 -6.04 0.404
C -4.29 1.46 -5.92 -0.538
C -3.56 0.55 -5.03 -0.636
C -2.31 0.91 -4.48 -0.227
C -1.80 2.14 -4.68 0.436
C -2.51 3.05 -5.45 -0.685
H -5.30 1.11 -6.30 0.323
H -3.99 -0.26 -4.75 0.795
H -1.82 0.01 -3.90 0.002
H -0.84 2.53 -4.35 0.261
H -2.12 4.19 -5.69 0.199
C -2.73 -5.86 -2.18 -0.373
C -1.43 -6.16 -2.69 -0.617
C -0.73 -4.93 -2.65 -1.583
S -1.31 -4.11 -1.30 1.405
O -1.97 -2.89 -1.70 -0.726
O -0.30 -3.98 -0.27 -0.724
C -2.46 -5.16 -0.81 -0.789
H -3.35 -6.81 -1.96 0.355
H -3.34 -5.17 -2.92 0.216
H -1.48 -6.59 -3.72 0.267
H -0.69 -6.83 -2.15 0.260
H -0.59 -4.33 -3.34 1.007
H 0.29 -5.06 -2.58 0.614
H -3.37 -4.76 -0.15 0.265
H -1.99 -5.71 -0.03 0.488
C 5.66 1.15 4.88 -0.536
C 5.32 2.17 3.70 -1.135
C 4.57 1.48 2.82 0.606
S 5.07 -0.11 2.70 1.212
O 6.04 -0.40 1.58 -0.761
O 3.97 -1.03 2.86 -0.570
C 6.00 -0.17 4.21 -0.819
H 4.87 1.09 5.67 0.258
H 6.60 1.53 5.42 0.376
H 6.10 2.53 3.11 0.460
H 4.99 3.10 4.06 0.429
H 4.54 1.83 1.68 0.116
H 3.54 1.47 3.14 -0.318
H 6.98 -0.15 3.80 0.443
H 5.83 -1.12 4.95 0.272
C -5.38 1.32 -0.50 -0.523
C -4.62 2.00 -1.83 -0.079
C -3.55 2.78 -1.29 0.046
S -4.32 3.65 0.14 1.144
O -4.97 4.76 -0.53 -0.718
O -3.43 3.80 1.21 -0.640
C -5.54 2.49 0.47 -0.207
H -4.69 0.36 -0.21 -0.012
H -6.40 0.91 -0.64 0.515
H -5.30 2.66 -2.44 0.356
H -4.05 1.20 -2.49 -0.238
H -2.84 3.45 -1.94 0.394
H -2.87 2.14 -0.81 -0.534
H -6.63 2.99 0.25 0.414
H -5.33 1.95 1.37 -0.037

---

112
Properties=species:S:1:pos:R:3:mulliken_spin:R:1 method="wB97M-V/def2-TZVPD" total_energy_ev=-93699.869 charge=+1 spin_multiplicity=6 orbital_gap_ha="0.2043 / 0.2496" relative_energy_ev=2.519 lumo_energy_ev="-2.95 / -2.95"
Mn -0.36 -0.14 -0.31 4.176
C -1.38 0.45 2.71 0.031
N -0.20 -0.29 2.18 0.056
C 0.99 0.12 2.97 0.017
C -0.43 -1.72 2.32 -0.083
C 0.60 -2.45 1.46 0.041
N 0.40 -2.22 0.01 -0.006
C -0.54 -3.24 -0.58 0.083
C -1.94 -2.73 -0.55 -0.011
C -2.95 -3.53 0.23 0.032
C -4.13 -2.95 0.86 0.233
C -4.61 -1.64 0.71 -0.065
C -4.12 -0.43 0.22 0.116
C -2.76 -0.24 -0.18 0.008
O -2.12 0.93 -0.19 0.054
C -5.07 0.80 0.26 0.044
C -6.49 0.33 0.42 0.003
C -4.96 1.57 -1.10 0.030
C -4.60 1.78 1.38 0.046
C -4.86 -3.81 1.87 0.050
C -6.26 -3.30 2.37 0.022
C -3.90 -3.87 3.13 0.032
C -5.03 -5.25 1.40 0.027
C 1.69 -2.27 -0.75 -0.040
C 2.47 -1.00 -0.92 0.072
C 3.79 -0.88 -0.48 -0.024
C 4.65 0.15 -0.80 0.012
C 4.21 0.97 -1.85 0.003
C 2.91 0.95 -2.38 -0.005
C 2.04 -0.04 -1.80 0.000
O 0.77 0.04 -2.08 0.080
C 2.52 1.70 -3.64 0.010
C 3.65 2.63 -4.18 -0.001
C 2.26 0.66 -4.74 -0.002
C 1.27 2.52 -3.52 0.001
C 6.00 0.35 -0.13 -0.001
C 6.12 1.67 0.69 0.001
C 7.07 0.46 -1.24 0.001
C 6.29 -0.84 0.77 0.000
H -1.45 0.38 3.82 0.002
H -1.31 1.44 2.35 -0.001
H -2.33 0.05 2.34 -0.008
H 0.80 -0.09 4.03 0.004
H 1.90 -0.42 2.69 -0.004
H 1.16 1.20 2.78 -0.002
H -0.33 -2.06 3.38 0.001
H -1.44 -2.00 1.90 0.040
H 1.57 -1.98 1.70 -0.014
H 0.67 -3.50 1.66 0.000
H -0.31 -3.32 -1.63 -0.003
H -0.41 -4.23 -0.17 -0.002
H -2.64 -4.48 0.69 -0.003
H -5.56 -1.59 1.21 -0.020
H -6.69 -0.54 -0.20 0.004
H -6.72 0.13 1.45 0.000
H -7.18 1.13 0.07 0.000
H -5.26 1.00 -2.01 -0.002
H -5.62 2.43 -0.99 0.000
H -3.91 1.84 -1.27 -0.008
H -4.84 1.39 2.40 -0.001
H -3.54 2.04 1.18 -0.006
H -5.22 2.63 1.19 -0.002
H -6.15 -2.31 2.79 -0.004
H -7.00 -3.28 1.62 -0.001
H -6.56 -3.97 3.17 0.000
H -3.67 -2.92 3.57 -0.002
H -4.31 -4.56 3.86 0.001
H -2.96 -4.30 2.80 -0.002
H -5.67 -5.37 0.51 -0.006
H -4.07 -5.78 1.26 0.001
H -5.48 -5.74 2.25 0.001
H 2.37 -3.05 -0.37 -0.008
H 1.41 -2.62 -1.73 -0.003
H 4.08 -1.65 0.22 -0.003
H 4.97 1.69 -2.25 0.000
H 4.46 1.97 -4.52 0.000
H 3.21 3.19 -5.02 0.000
H 3.99 3.39 -3.41 0.000
H 3.12 0.05 -4.81 0.000
H 1.37 0.10 -4.46 0.001
H 2.03 1.11 -5.69 0.000
H 1.44 3.55 -3.18 0.001
H 1.02 2.75 -4.55 -0.001
H 0.41 1.96 -3.09 -0.002
H 6.02 2.53 0.01 0.000
H 5.32 1.79 1.41 0.000
H 7.09 1.69 1.19 0.000
H 6.99 1.45 -1.74 0.000
H 8.06 0.41 -0.80 0.000
H 7.06 -0.37 -1.95 0.000
H 5.52 -0.88 1.56 0.000
H 6.29 -1.77 0.22 0.000
H 7.32 -0.76 1.25 0.000
S -3.07 -3.73 -1.58 0.060
C -1.94 -1.23 -0.70 -0.092
N 1.86 4.68 -0.14 -0.001
C 0.37 4.48 -0.40 0.000
C -0.07 3.22 0.35 0.035
N 0.77 2.06 0.01 0.051
C 2.14 2.34 0.42 0.032
C 2.71 3.46 -0.39 0.003
H 2.01 4.98 0.82 0.000
H 2.20 5.52 -0.65 0.000
H 0.27 4.41 -1.51 0.000
H -0.09 5.44 -0.09 0.000
H -1.11 2.98 0.15 -0.015
H -0.02 3.39 1.41 0.007
H 0.65 1.86 -0.96 -0.082
H 2.83 1.52 0.18 0.001
H 2.09 2.54 1.47 0.006
H 2.63 3.32 -1.49 -0.002
H 3.74 3.73 -0.16 0.002

---

121
Properties=species:S:1:pos:R:3:mulliken_charge:R:1 method="wB97M-V/def2-TZVPD" total_energy_ev=-108348.630 orbital_gap_ha=0.3286 lumo_energy_ev=0.03
C -4.92 -2.60 7.11 -1.483
C -3.76 -2.78 6.12 0.050
N -2.68 -1.85 6.42 -0.046
C -2.01 -1.19 5.37 -0.008
Cl -0.68 -0.24 6.15 -0.090
C -1.33 -2.02 4.23 0.373
C -0.87 -3.40 4.68 -0.970
C 0.16 -3.42 5.83 -1.354
C 1.48 -2.71 5.51 -0.195
C 2.63 -3.67 5.10 -1.165
C 3.29 -3.22 3.77 0.191
C 4.42 -2.21 3.99 -1.015
C 4.06 -0.79 3.56 -0.584
O 3.33 -0.81 2.36 -0.248
C 2.85 0.47 1.98 -0.479
C -2.20 -2.04 2.94 1.640
C -1.77 -3.09 1.95 -1.533
I 0.28 -3.14 1.35 0.242
C -2.64 -3.97 1.44 0.444
C -4.11 -3.98 1.76 -1.222
I -2.09 -5.49 0.07 0.017
C -2.40 -0.64 2.33 0.385
C -1.46 -0.19 1.23 -1.192
C -1.90 -0.63 -0.14 0.451
O -3.01 -0.99 -0.44 -0.493
I -0.38 -0.57 -1.71 -0.023
O -2.38 0.44 3.29 -0.561
S -3.11 0.11 4.66 1.344
O -4.40 -0.45 4.37 -0.612
O -3.08 1.27 5.47 -0.739
H -5.77 -3.16 6.73 0.417
H -4.66 -3.05 8.06 0.371
H -5.19 -1.55 7.21 0.339
H -3.45 -3.82 6.23 0.350
H -4.18 -2.66 5.13 -0.089
H -2.09 -2.11 7.19 0.411
H -0.44 -1.46 3.94 0.516
H -0.39 -3.95 3.88 0.648
H -1.70 -4.02 5.00 0.113
H 0.40 -4.47 5.97 0.628
H -0.26 -3.08 6.77 0.275
H 1.81 -2.23 6.43 0.480
H 1.39 -1.91 4.78 0.041
H 2.25 -4.68 4.97 0.494
H 3.36 -3.67 5.90 0.431
H 3.63 -4.12 3.26 0.482
H 2.51 -2.79 3.15 -0.428
H 5.30 -2.53 3.45 0.353
H 4.71 -2.16 5.04 0.348
H 3.55 -0.25 4.36 0.348
H 5.00 -0.25 3.39 0.460
H 2.71 1.11 2.86 0.364
H 3.56 0.94 1.30 0.313
H 1.88 0.35 1.50 -0.109
H -3.18 -2.32 3.28 -0.994
H -4.36 -4.77 2.45 0.275
H -4.66 -4.20 0.84 0.599
H -4.47 -3.01 2.09 0.313
H -3.40 -0.64 1.89 0.617
H -1.54 0.90 1.19 0.705
H -0.41 -0.38 1.40 -0.215
C -0.36 5.74 -1.67 -1.338
C -0.17 4.82 -2.86 0.007
C -0.18 3.33 -2.48 -0.231
C 0.95 2.97 -1.63 0.225
N 1.85 2.71 -0.97 -0.471
H 0.46 5.64 -0.95 0.368
H -0.39 6.78 -1.99 0.356
H -1.30 5.52 -1.15 0.357
H 0.77 5.06 -3.36 -0.203
H -0.97 5.00 -3.58 0.396
H -0.15 2.72 -3.39 0.205
H -1.11 3.08 -1.97 0.275
C 3.20 7.48 -7.33 -1.337
C 3.27 7.80 -5.84 -0.208
C 2.52 6.78 -4.98 -0.291
C 1.08 6.80 -5.22 0.250
N -0.05 6.82 -5.41 -0.552
H 2.18 7.54 -7.70 0.405
H 3.80 8.20 -7.90 0.369
H 3.59 6.49 -7.54 0.304
H 2.88 8.80 -5.67 0.422
H 4.31 7.80 -5.53 -0.077
H 2.70 6.99 -3.93 0.440
H 2.91 5.78 -5.17 0.335
C 7.62 8.25 -3.43 -1.001
C 8.25 6.87 -3.58 -0.409
C 8.17 6.34 -5.02 -0.468
C 6.79 6.10 -5.44 0.266
N 5.71 5.91 -5.77 -0.404
H 6.55 8.23 -3.64 0.206
H 7.74 8.61 -2.40 0.334
H 8.09 8.97 -4.10 0.305
H 7.76 6.17 -2.90 0.302
H 9.30 6.91 -3.29 0.307
H 8.72 5.40 -5.09 0.294
H 8.64 7.04 -5.71 0.274
C -6.62 -6.47 -1.32 -0.957
C -7.54 -7.48 -0.64 -0.419
C -8.13 -6.95 0.67 -0.453
C -7.09 -6.73 1.68 0.286
N -6.28 -6.56 2.47 -0.442
H -5.76 -6.24 -0.69 0.166
H -6.26 -6.86 -2.27 0.333
H -7.15 -5.54 -1.53 0.315
H -6.98 -8.40 -0.45 0.297
H -8.35 -7.74 -1.31 0.308
H -8.85 -7.66 1.07 0.294
H -8.67 -6.02 0.49 0.277
C 0.67 -0.61 -7.45 -1.128
C -0.63 -1.01 -6.75 -0.447
C -0.48 -2.28 -5.91 -0.159
C -0.21 -3.46 -6.73 0.173
N 0.00 -4.38 -7.37 -0.433
H 0.98 -1.37 -8.17 0.352
H 0.54 0.33 -7.99 0.327
H 1.48 -0.47 -6.72 0.295
H -1.42 -1.14 -7.49 0.293
H -0.94 -0.20 -6.09 0.306
H -1.40 -2.46 -5.35 0.259
H 0.31 -2.16 -5.17 0.160

---

116
Properties=species:S:1:pos:R:3:mulliken_charge:R:1 method="wB97M-V/def2-TZVPD" total_energy_ev=-97802.389 charge=-1 orbital_gap_ha=0.1970 lumo_energy_ev=1.77
C 0.72 4.07 2.55 -1.450
C -0.20 5.08 3.23 0.250
C -0.50 4.70 4.68 -0.654
C -1.46 5.69 5.38 -0.782
C -2.74 5.04 5.91 -1.010
C -3.63 4.38 4.84 -0.978
C -3.93 5.25 3.63 1.099
C -5.13 6.18 3.86 -0.913
C -5.22 7.31 2.84 -1.107
C -5.68 6.80 1.47 -0.603
C -4.53 6.61 0.47 -0.054
C -5.06 6.20 -0.92 -1.471
C -4.18 5.18 -1.62 0.870
C -3.48 5.60 -2.76 -1.451
C -2.63 4.73 -3.42 -0.755
C -2.41 3.43 -2.97 0.099
C -3.12 3.01 -1.84 0.872
C -4.01 3.86 -1.17 0.427
C -4.76 3.39 0.05 -0.729
N -5.66 2.23 -0.23 -0.723
S -2.87 1.39 -1.17 -0.384
C -2.01 0.55 -2.47 1.027
C -1.91 -0.83 -2.40 -1.133
C -1.21 -1.58 -3.35 0.625
C -1.11 -3.08 -3.14 -0.011
C -0.64 -3.91 -4.34 -0.595
C 0.21 -5.11 -3.86 -0.983
S 1.99 -4.70 -3.99 -0.160
C 2.65 -6.16 -4.82 -0.108
S 2.27 -6.47 -6.37 -0.249
N 3.47 -6.92 -4.00 0.316
C 3.70 -8.28 -4.50 -0.814
C 4.52 -9.07 -3.45 -0.498
O 5.14 -8.25 -2.51 -0.381
C 5.78 -7.18 -3.15 -0.709
C 4.74 -6.21 -3.72 -0.161
C -0.65 -0.88 -4.42 -0.735
C -0.77 0.50 -4.50 -0.907
C -1.44 1.25 -3.54 -0.217
N -1.47 2.66 -3.69 -0.163
H 0.30 3.07 2.64 0.355
H 0.81 4.31 1.49 0.386
H 1.71 4.10 2.99 0.357
H 0.30 6.05 3.25 0.263
H -1.13 5.21 2.68 -0.163
H -0.90 3.69 4.69 0.337
H 0.44 4.70 5.22 0.410
H -1.66 6.52 4.70 0.424
H -0.94 6.11 6.24 0.462
H -3.31 5.77 6.47 0.399
H -2.43 4.26 6.61 0.387
H -4.58 4.12 5.31 0.448
H -3.17 3.44 4.53 0.408
H -4.17 4.60 2.78 -0.762
H -3.08 5.85 3.32 0.062
H -6.05 5.60 3.84 0.360
H -5.07 6.60 4.87 0.447
H -5.97 8.01 3.22 0.369
H -4.25 7.81 2.75 0.434
H -6.20 5.85 1.60 0.265
H -6.38 7.48 1.00 0.446
H -3.85 5.83 0.81 -0.123
H -3.98 7.55 0.37 0.629
H -6.05 5.76 -0.81 0.470
H -5.10 7.07 -1.57 0.545
H -3.60 6.61 -3.12 0.319
H -2.08 5.08 -4.29 0.493
H -5.38 4.18 0.44 -0.135
H -4.06 3.14 0.85 0.517
H -5.21 1.38 0.08 0.262
H -6.46 2.33 0.39 0.269
H -2.37 -1.36 -1.57 0.360
H -2.09 -3.42 -2.81 0.405
H -0.44 -3.25 -2.31 0.015
H -1.48 -4.33 -4.89 0.366
H -0.02 -3.34 -5.02 0.283
H -0.01 -6.00 -4.43 0.581
H 0.03 -5.31 -2.81 0.420
H 4.25 -8.25 -5.44 0.454
H 2.74 -8.77 -4.61 0.430
H 5.25 -9.68 -3.99 0.285
H 3.87 -9.76 -2.91 0.371
H 6.37 -6.67 -2.40 0.367
H 6.41 -7.56 -3.97 0.330
H 5.11 -5.75 -4.64 0.408
H 4.56 -5.40 -3.01 0.019
H -0.10 -1.40 -5.19 0.257
H -0.32 1.00 -5.34 0.429
H -0.54 3.06 -3.67 0.282
C 1.46 -4.61 0.39 -0.825
Si 3.24 -4.63 1.07 -0.250
C 4.33 -5.30 -0.33 -0.816
C 3.25 -5.91 2.47 -1.062
N 3.65 -3.08 1.55 -0.007
Si 5.11 -2.60 2.21 0.133
C 6.60 -2.85 1.06 -1.069
C 5.53 -3.44 3.86 -1.061
C 5.03 -0.74 2.57 -1.026
H 1.15 -5.61 0.06 0.286
H 0.77 -4.27 1.16 0.366
H 1.39 -3.93 -0.47 -0.052
H 3.89 -6.21 -0.77 0.267
H 5.33 -5.57 0.03 0.313
H 4.43 -4.56 -1.12 0.259
H 2.71 -5.52 3.34 0.259
H 4.27 -6.16 2.78 0.287
H 2.77 -6.84 2.16 0.350
H 6.87 -3.90 0.97 0.290
H 7.48 -2.31 1.44 0.362
H 6.38 -2.46 0.06 0.241
H 4.67 -3.40 4.53 0.256
H 6.37 -2.93 4.36 0.344
H 5.82 -4.48 3.72 0.306
H 4.22 -0.52 3.27 0.246
H 4.85 -0.18 1.65 0.247
H 5.97 -0.38 3.01 0.254